A single C22H25ClN4O4S molecule, computed with ωB97M-V/def2-TZVPD.

```
57
Properties=species:S:1:pos:R:3:forces:R:3
O -9.352 -2.613 0.734 -0.170 -0.123 0.035
C -8.256 -2.192 0.446 0.108 -0.359 -0.007
N -7.961 -0.861 0.546 -0.338 0.515 0.130
C -6.737 -0.282 0.245 0.586 0.054 -0.198
C -6.433 1.001 0.695 0.091 -0.029 -0.074
C -5.212 1.569 0.383 -0.177 0.017 0.008
C -4.307 0.853 -0.375 0.609 0.110 -0.255
C -4.600 -0.417 -0.834 -0.032 0.022 0.017
C -5.820 -0.998 -0.535 -0.072 0.082 0.071
C -6.233 -2.350 -1.038 -0.017 0.000 0.068
C -7.093 -3.055 0.006 -0.045 -0.093 -0.156
H -6.497 -3.267 0.899 -0.007 -0.009 0.009
H -7.484 -4.000 -0.369 -0.057 0.078 0.106
H -6.812 -2.222 -1.959 0.021 -0.058 -0.024
H -5.356 -2.952 -1.279 -0.030 0.020 -0.043
H -3.870 -0.930 -1.441 0.054 -0.142 -0.088
S -2.722 1.591 -0.733 -0.127 -0.054 0.526
O -2.899 2.969 -1.079 -0.067 0.138 0.235
O -2.024 0.737 -1.661 -0.268 -0.127 0.189
N -2.038 1.553 0.788 -0.399 0.417 -0.819
H -1.440 2.351 0.964 0.012 0.245 -0.150
C -1.392 0.323 1.182 0.350 -0.451 -0.024
C -0.073 0.060 0.442 -0.289 0.189 0.203
C 0.903 1.204 0.660 -0.053 -0.415 -0.226
O 0.638 2.153 1.381 -0.245 0.231 0.355
N 2.075 1.140 -0.008 0.281 0.206 -0.106
C 2.561 0.062 -0.832 0.133 -0.427 0.027
H 2.838 0.475 -1.809 -0.035 -0.102 0.034
C 3.810 -0.568 -0.196 -0.147 0.043 -0.266
N 4.808 0.460 -0.006 -0.341 0.029 -0.137
C 6.157 0.142 -0.007 0.486 -0.160 -0.042
C 6.608 -1.179 0.055 -0.157 0.056 0.036
C 7.962 -1.455 -0.017 0.102 0.264 -0.034
C 8.906 -0.452 -0.138 0.014 -0.155 0.011
C 8.459 0.859 -0.192 -0.041 -0.044 0.054
C 7.114 1.157 -0.135 -0.055 0.053 0.079
H 6.800 2.186 -0.212 -0.051 0.089 -0.037
H 9.177 1.659 -0.293 0.056 0.078 -0.021
H 9.956 -0.688 -0.189 0.093 -0.058 -0.010
Cl 8.477 -3.106 0.065 0.056 -0.176 0.009
H 5.920 -1.999 0.179 -0.069 -0.069 0.014
C 4.316 1.535 0.832 -0.142 0.269 -0.074
H 4.037 1.143 1.824 0.035 0.067 -0.012
C 3.079 2.164 0.191 0.144 0.248 0.397
H 3.342 2.600 -0.778 0.019 -0.004 0.045
H 2.656 2.933 0.838 0.084 -0.075 -0.119
H 5.088 2.289 0.970 -0.037 -0.032 0.011
H 3.531 -1.046 0.757 0.012 -0.054 -0.044
H 4.196 -1.326 -0.877 -0.019 -0.009 0.054
H 1.797 -0.697 -0.980 0.002 0.040 -0.001
H -0.295 -0.019 -0.624 0.177 -0.164 0.101
H 0.360 -0.877 0.797 0.056 -0.038 -0.062
H -1.210 0.379 2.259 -0.116 -0.054 -0.123
H -2.094 -0.489 0.979 0.118 -0.113 0.164
H -4.948 2.561 0.709 -0.059 0.156 0.127
H -7.157 1.545 1.284 -0.060 0.075 0.084
H -8.683 -0.269 0.937 0.026 -0.195 -0.049
```
Positions in Å, forces in eV/Å.

## Properties
Electronic energy, hartree: -2231.762134
E_HOMO, eV: -8.2493
Spin multiplicity: 1
Energy relative to the best compared isomer or geometry (same formula, charge and spin), kJ/mol: 0.00
Charge: 0
Kohn-Sham gap, eV: 8.72

***

C22H25N2O2RhS as an isolated structure, computed with ωB97M-V/def2-TZVPD.

```
53
Properties=species:S:1:pos:R:3:forces:R:3
Rh -0.002 0.143 0.649 0.001 -0.158 -0.469
C 1.804 0.762 4.905 0.031 0.050 -0.034
C 0.759 0.156 3.954 -0.059 -0.030 -0.025
C -0.661 0.371 4.471 -0.017 0.005 -0.024
C 0.994 0.736 2.584 -0.014 -0.180 0.133
C 0.276 1.859 2.095 -0.220 0.141 -0.299
C 0.484 2.336 0.792 -0.095 0.062 0.074
C 1.468 1.761 -0.064 -0.136 0.064 -0.031
C 1.682 2.261 -1.455 -0.078 -0.001 0.059
C 2.197 0.653 0.429 -0.103 -0.133 0.269
C 1.952 0.155 1.721 0.223 0.050 -0.121
H 1.686 0.326 5.895 -0.013 -0.007 -0.008
H 1.667 1.841 4.993 0.003 0.001 0.009
H 2.824 0.570 4.570 0.003 0.000 0.006
H 0.948 -0.919 3.878 0.017 0.006 -0.004
H -0.852 1.420 4.703 -0.003 0.000 0.007
H -0.794 -0.185 5.397 0.004 -0.003 -0.004
H -1.417 0.025 3.762 -0.002 0.001 0.005
H -0.510 2.299 2.694 -0.037 -0.021 -0.015
H -0.135 3.142 0.421 -0.035 -0.030 -0.006
H 1.429 1.494 -2.188 0.020 -0.028 -0.003
H 2.737 2.504 -1.595 0.019 0.001 0.025
H 1.088 3.149 -1.656 -0.015 -0.015 0.001
H 2.895 0.148 -0.227 0.002 -0.033 0.022
H 2.457 -0.745 2.049 0.030 0.011 -0.025
C -5.807 0.398 -5.262 -0.010 0.006 -0.007
C -5.135 0.437 -3.924 -0.001 -0.013 0.031
C -5.629 -0.321 -2.859 0.007 0.016 -0.041
C -5.041 -0.265 -1.611 0.023 0.023 0.012
C -3.937 0.567 -1.430 -0.036 0.025 -0.033
C -3.429 1.346 -2.470 -0.024 -0.033 0.027
C -4.029 1.266 -3.709 -0.013 -0.004 -0.005
S -3.215 0.670 0.135 0.286 -0.234 -0.003
O -2.683 1.970 0.389 -0.015 0.108 0.023
O -3.963 -0.061 1.103 -0.094 0.052 0.021
N -1.748 -0.251 -0.019 0.615 0.700 0.476
C -1.639 -1.654 -0.003 -0.148 -0.318 0.041
C -2.539 -2.663 -0.238 0.118 0.207 0.020
C -2.053 -3.965 -0.088 0.096 -0.030 0.024
C -0.743 -4.191 0.297 0.084 0.053 0.031
C 0.097 -3.103 0.535 -0.043 -0.253 -0.071
N -0.357 -1.874 0.364 -0.411 -0.055 -0.083
H -6.282 -0.565 -5.440 0.002 0.000 -0.002
H -5.104 0.601 -6.067 0.001 -0.003 -0.001
H -6.586 1.163 -5.303 0.002 -0.002 -0.002
H -6.497 -0.949 -3.011 0.001 -0.001 -0.003
H -5.448 -0.822 -0.777 0.005 0.003 0.000
H -2.598 2.016 -2.297 -0.001 -0.004 0.000
H -3.650 1.867 -4.525 -0.002 -0.001 -0.004
H -3.563 -2.457 -0.512 0.015 0.009 0.007
H -2.714 -4.802 -0.267 0.005 -0.005 0.001
H -0.362 -5.194 0.419 0.008 0.011 -0.002
H 1.125 -3.225 0.847 0.002 -0.011 0.000
```
Positions in Å, forces in eV/Å.

## Properties
Electronic energy, hartree: -1621.455134
E_HOMO (spin up / spin down), eV: -14.6570 / -14.6688
Spin multiplicity: 1
Charge: +2
Kohn-Sham gap (spin up / spin down), eV: 5.24 / 5.41

***

A 3-piece molecular cluster, C22H25N3O12PS2 overall, computed with ωB97M-V/def2-TZVPD.

```
65
Properties=species:S:1:pos:R:3:forces:R:3
O -0.485 4.724 3.044 2.022 2.377 -11.557
C -0.299 4.910 1.709 -3.569 -4.319 4.306
N -0.506 4.730 0.336 2.429 -1.195 5.873
C -0.181 3.296 -0.058 -0.655 -2.671 0.175
C -1.352 2.168 0.155 2.675 -1.074 -2.033
S -3.005 2.744 0.816 1.093 -0.210 -0.283
C -1.070 0.562 -0.212 4.399 4.228 -0.431
P -2.327 -0.852 0.017 -1.614 -2.934 -0.429
O -3.711 -0.482 1.001 4.547 -0.222 0.156
O -1.469 -2.156 0.865 -0.842 4.640 0.045
S -2.900 -1.493 -1.768 0.861 1.110 2.078
C 0.454 0.274 -0.839 -0.767 3.355 0.985
C 0.997 -1.189 -1.336 0.221 -0.134 -0.832
O 2.405 -1.420 -0.908 -1.510 1.139 2.551
C 2.513 -1.425 0.565 -0.075 -0.846 4.325
C 1.893 -2.735 1.360 1.796 3.422 2.036
C 1.978 -2.768 3.015 1.281 2.688 -2.278
C 2.697 -1.546 3.888 -0.205 0.148 -4.366
C 3.350 -0.261 3.099 -2.110 -3.325 -2.259
C 3.230 -0.212 1.442 -1.391 -2.603 1.125
C 1.526 1.546 -1.013 -2.971 -0.586 0.972
N 1.194 2.971 -0.612 -2.684 -3.452 0.200
C 2.179 4.118 -0.727 0.837 2.513 1.300
O 3.589 3.672 -0.926 -3.892 0.272 1.626
N 3.979 3.931 -2.190 4.490 -3.925 -1.845
O 4.915 3.145 -2.417 -3.455 3.641 0.201
H -4.014 2.717 -0.178 1.692 -0.351 0.278
H -3.333 -0.392 1.942 -1.139 -0.075 -1.555
H -1.023 -1.673 1.639 -0.410 -1.337 -1.125
H 0.351 -2.105 -1.003 0.854 2.182 -0.338
H 1.023 -1.202 -2.530 -0.031 0.196 2.664
H 1.411 -3.606 0.715 1.147 1.995 1.733
H 1.509 -3.719 3.538 1.239 2.215 -1.032
H 2.721 -1.641 5.056 0.018 0.269 -2.624
H 3.899 0.630 3.663 -1.374 -2.246 -1.368
H 3.666 0.709 0.837 -0.891 -2.188 1.504
H 2.608 1.309 -1.456 -2.650 0.804 1.177
H 2.180 4.685 0.322 -0.009 -1.456 -2.349
H 1.855 4.929 -1.539 0.715 -2.181 1.503
C 0.134 -7.049 0.288 -0.224 0.230 0.025
C 1.238 -7.290 1.297 -0.650 -0.098 -1.330
C 1.069 -8.553 2.087 0.009 -0.861 -0.363
O 1.772 -8.259 3.281 0.116 1.186 0.434
C 1.697 -6.902 3.444 0.661 0.756 2.105
O 2.009 -6.312 4.462 -0.706 -1.087 -2.222
O 1.218 -6.301 2.314 0.367 -0.086 1.071
H 0.255 -7.696 -0.586 0.043 0.107 0.134
H -0.852 -7.241 0.724 0.181 -0.012 0.005
H 0.133 -6.004 -0.041 0.124 -0.181 -0.066
H 2.217 -7.245 0.805 -0.032 -0.099 0.105
H 1.499 -9.424 1.586 0.034 0.121 0.241
H 0.026 -8.769 2.349 0.035 0.134 -0.188
C -2.559 6.426 -4.161 0.011 -0.042 -0.323
C -3.594 5.893 -3.190 0.932 0.906 -0.588
C -3.045 4.904 -2.206 0.625 0.271 0.692
O -4.190 4.138 -1.878 -0.618 -0.186 -0.420
C -5.006 4.183 -2.978 -2.512 -1.489 -0.923
O -5.983 3.474 -3.139 2.395 1.628 0.543
O -4.573 5.124 -3.868 -0.510 -0.964 0.741
H -1.909 7.160 -3.676 -0.148 -0.059 -0.033
H -1.931 5.619 -4.555 -0.126 0.035 0.101
H -3.043 6.895 -5.023 0.046 0.048 0.258
H -4.106 6.724 -2.691 0.062 -0.124 0.077
H -2.629 5.383 -1.315 -0.187 -0.161 -0.011
H -2.294 4.231 -2.635 -0.001 0.159 -0.170
```
Positions in Å, forces in eV/Å.

## Properties
Electronic energy, hartree: -3057.209402
E_HOMO, eV: -11.1250
Spin multiplicity: 1
Charge: +1
Kohn-Sham gap, eV: 5.35